Formula: C5H11NS
Source: OMol25
Level of theory: the ωB97M-V functional and the def2-TZVPD basis

Values from the calculation:
structure (SMILES) = C[C@H]1CN[C@H]1CS
HOMO level = -0.324 hartree
molar mass = 117.217 g/mol
maximum force = 1.96 eV/Å

Each atom is followed by the atoms it is bonded to, with distances in Å.
Geometry (Å):
1 C -0.52 -1.61 -0.20  C2 1.512, H8 1.073, H9 1.129, H10 1.060
2 C -0.07 -0.63 0.86  C1 1.512, C3 1.573, C5 1.593, H11 1.133
3 C 1.49 -0.49 0.89  C2 1.573, N4 1.467, H12 1.085, H13 1.129
4 N 1.40 0.72 0.06  C3 1.467, C5 1.469, H14 1.002
5 C -0.02 0.89 0.39  C2 1.593, N4 1.469, C6 1.492, H15 1.106
6 C -0.90 1.50 -0.65  C5 1.492, S7 1.792, H16 1.117, H17 1.092
7 S -0.75 1.17 -2.41  C6 1.792, H18 1.360
8 H -0.05 -1.35 -1.13  C1 1.073
9 H -0.19 -2.65 0.07  C1 1.129
10 H -1.57 -1.65 -0.35  C1 1.060
11 H -0.62 -0.84 1.83  C2 1.133
12 H 1.95 -0.43 1.87  C3 1.085
13 H 2.01 -1.39 0.46  C3 1.129
14 H 1.94 1.50 0.38  N4 1.002
15 H -0.18 1.52 1.29  C5 1.106
16 H -1.96 1.29 -0.36  C6 1.117
17 H -0.82 2.59 -0.62  C6 1.092
18 H -1.15 -0.13 -2.38  S7 1.360